C3H9NO2 | ωB97M-V/def2-TZVPD

Charge: 0
ΔE to the lowest compared entry with this formula, charge and spin, kcal/mol: 53.9
Highest occupied orbital energy, eV: -10.07
SMILES string: CC(N)=O.CO
Lowest unoccupied orbital energy, eV: 0.85

Last column: Löwdin charge in e.
Element x y z (Å)
C: -0.0339 3.3112 -0.8508  -0.02
C: -0.0270 1.9408 -0.3646  -0.50
N: -1.3487 1.3814 0.0870  0.15
O: 0.9799 1.2677 -0.2119  0.04
H: 0.7931 3.8784 -0.4617  0.08
H: -1.0039 3.6645 -0.3702  0.10
H: -0.0271 3.6166 -1.8995  0.09
H: -1.6102 0.4912 0.2678  0.04
H: -2.0591 2.0255 0.0645  0.03
C: 1.0341 -3.4384 0.8050  -0.13
O: -0.2439 -4.1772 0.7852  -0.14
H: 1.9426 -3.8198 0.2809  0.08
H: 0.7588 -2.4779 0.1707  0.11
H: 1.1355 -3.2358 1.8246  0.05
H: -0.2902 -4.4282 -0.1269  0.04

C22H45HoN2P3Se | ωB97M-V/def2-TZVPD

Charge: +3
Multiplicity: 5
<S²>: 6.01
Highest occupied orbital energy (alpha / beta), eV: -15.95 / -15.96
Lowest unoccupied orbital energy (alpha / beta), eV: -9.97 / -9.91

Last column: Löwdin charge in e.
Element x y z (Å)
Ho: 0.0927 -1.2530 0.0915  1.21
P: 0.2381 1.6619 1.8724  0.71
P: -2.6123 0.6138 0.1342  0.72
P: 2.5011 -0.0045 0.0549  0.65
H: -1.2855 -2.7715 -3.4512  0.10
C: -0.5353 -3.2521 -2.7894  0.15
C: -0.4324 -2.7656 -1.5040  -0.26
H: -1.3914 -2.2818 -1.1686  0.05
C: 0.2835 3.3145 1.0737  -0.26
C: -1.0906 1.9334 3.1059  -0.27
C: 1.6831 1.8538 2.9836  -0.27
C: -3.5556 -0.0245 -1.3081  -0.30
C: -4.0016 0.4572 1.3580  -0.24
C: -2.9458 2.3872 -0.2605  -0.27
C: 2.7415 -0.9578 -1.5047  -0.27
C: 3.8968 -0.6488 1.0291  -0.25
C: 3.1557 1.6201 -0.4528  -0.23
H: -0.1042 -4.1986 -3.1684  0.12
H: 0.3407 -3.1261 -0.7505  0.06
H: 0.5910 4.0794 1.8054  0.07
H: -0.7080 3.5618 0.6757  0.03
H: 1.0205 3.2714 0.2601  0.02
H: -0.9594 2.8803 3.6608  0.08
H: -1.0718 1.1033 3.8248  0.05
H: -2.0549 1.9381 2.5824  -0.01
H: 1.9799 2.9114 3.0468  0.07
H: 2.5049 1.2647 2.5693  -0.02
H: 1.4317 1.4924 3.9896  0.05
H: -4.5440 0.4657 -1.3378  0.07
H: -3.6918 -1.1089 -1.2085  0.05
H: -3.0211 0.2235 -2.2381  0.02
H: -4.9532 0.5143 0.8221  0.07
H: -3.9628 1.2548 2.1016  0.05
H: -3.9267 -0.5144 1.8531  0.04
H: -3.9919 2.4532 -0.5959  0.07
H: -2.2890 2.7502 -1.0633  -0.01
H: -2.8385 3.0147 0.6360  0.05
H: 3.8347 -0.9878 -1.6205  0.07
H: 2.2953 -0.4021 -2.3428  0.04
H: 2.3504 -1.9980 -1.4745  0.04
H: 4.7239 -0.8285 0.3315  0.07
H: 3.6429 -1.5911 1.5368  0.05
H: 4.1846 0.1104 1.7679  0.06
H: 4.1025 1.4241 -0.9615  0.08
H: 3.3380 2.2484 0.4226  0.06
H: 2.4689 2.1296 -1.1399  0.02
C: 0.1442 1.0232 -4.2139  -0.56
C: -0.4023 -0.1405 -4.7807  -0.14
C: -0.1217 -0.4204 -6.1121  -0.07
C: 0.7357 0.3997 -6.8761  -0.03
C: 1.2947 1.5567 -6.2705  -0.04
C: 1.0415 1.8398 -4.9169  -0.12
Se: -0.2613 1.5424 -2.3910  0.90
H: -1.0477 0.2664 -2.3377  -0.16
H: -1.0140 -0.8568 -4.2353  0.06
H: -0.5664 -1.2712 -6.6206  0.12
H: 0.9560 0.1434 -7.9360  0.13
H: 1.9389 2.2717 -6.8080  0.13
H: 1.5081 2.6894 -4.3875  0.11
C: 1.1253 -1.8438 5.7670  0.02
C: 0.5232 -1.9770 4.4403  -0.27
C: -0.6704 -2.5800 4.0329  0.08
C: -0.7227 -2.4228 2.6465  -0.32
N: 0.4153 -1.7699 2.2273  -0.16
N: 1.1226 -1.5233 3.3527  0.07
C: -1.7692 -2.8015 1.6661  -0.05
H: 0.3594 -1.5415 6.4940  0.12
H: 1.5413 -2.8143 6.0844  0.12
H: 1.9279 -1.1009 5.7415  0.10
H: -1.4004 -3.0922 4.6641  0.15
H: 2.0639 -1.0909 3.2617  0.17
H: -2.5686 -3.4277 2.1307  0.15
H: -2.2577 -1.8805 1.2757  0.03
H: -1.3299 -3.3963 0.8526  0.07

C28H22BF2N9OReS4Sb | ωB97M-V/def2-TZVPD

Charge: +2
Highest occupied orbital energy, eV: -13.16
Lowest unoccupied orbital energy, eV: -7.88

Last column: Löwdin charge in e.
Element x y z (Å)
Re: -0.7303 0.1646 -0.3912  0.94
C: -1.9575 -1.9381 4.6762  -0.03
N: -1.3905 -1.0768 3.6230  -0.09
C: -1.6975 -1.0647 2.3390  -0.10
N: -0.8226 -0.2827 1.6935  -0.09
C: -0.0042 0.1795 2.6936  -0.18
N: -0.3225 -0.2928 3.8634  0.17
C: -1.8393 -3.3950 4.2934  -0.21
C: -2.8371 -4.2933 4.6480  -0.02
C: -2.7111 -5.6382 4.3176  -0.03
C: -1.6095 -6.0873 3.6103  0.01
C: -0.6138 -5.1834 3.2448  -0.12
C: -0.7229 -3.8461 3.6026  0.02
C: 0.5335 -5.6346 2.4615  -0.29
N: 0.8351 -6.8217 2.0743  0.15
N: 1.9989 -6.7073 1.3232  0.15
C: 2.3087 -5.4613 1.3182  -0.28
O: 1.4261 -4.7039 2.0288  0.11
C: 3.4131 -4.7776 0.6515  -0.13
C: 4.2602 -5.4636 -0.2179  0.01
C: 5.2688 -4.7761 -0.8691  -0.03
C: 5.4320 -3.4069 -0.6797  -0.01
C: 4.5960 -2.7268 0.1932  -0.20
C: 4.7079 -1.2384 0.4067  -0.03
N: 3.5054 -0.5645 -0.1171  -0.07
C: 2.3285 -0.4376 0.4635  -0.11
N: 1.4501 0.0530 -0.4196  -0.09
C: 2.2049 0.2009 -1.5577  -0.17
N: 3.4402 -0.1733 -1.4039  0.19
C: 3.6018 -3.4212 0.8680  0.01
H: -2.9960 -1.6515 4.8356  0.14
H: -1.3919 -1.6906 5.5731  0.14
H: -2.4929 -1.6408 1.8956  0.16
H: 0.8008 0.8811 2.5465  0.13
H: -3.7124 -3.9506 5.1865  0.12
H: -3.4861 -6.3357 4.6034  0.12
H: -1.5112 -7.1275 3.3310  0.13
H: 0.0774 -3.1642 3.3396  0.12
H: 4.1168 -6.5240 -0.3759  0.13
H: 5.9284 -5.3053 -1.5428  0.12
H: 6.2109 -2.8764 -1.2131  0.12
H: 5.5549 -0.8031 -0.1164  0.14
H: 4.7790 -0.9844 1.4642  0.14
H: 2.1319 -0.7220 1.4827  0.14
H: 1.8114 0.5553 -2.4954  0.13
H: 2.9605 -2.9144 1.5798  0.11
S: -3.6565 1.8123 -4.2941  0.65
Sb: -3.6130 0.1073 -2.6385  0.43
S: -1.2727 -0.7669 -2.3272  0.43
S: -3.0347 0.9243 -0.2607  0.60
S: -5.1967 -1.3682 -2.7870  0.07
C: -0.2124 2.0807 -1.0015  -0.21
C: -1.4582 2.6877 -1.5491  -0.38
C: -2.6101 2.7272 -0.5936  -0.51
C: -3.8177 3.4491 -1.0695  -0.04
C: -3.9781 3.7261 -2.3624  -0.27
C: -2.9783 3.2921 -3.3967  -0.55
C: -1.6336 2.9667 -2.8383  -0.08
C: -5.1512 4.3973 -2.8403  -0.16
N: -6.0977 4.9120 -3.2368  0.23
H: -0.0129 2.4398 0.0343  0.11
H: 0.6893 2.2566 -1.5794  0.08
H: -2.3052 3.0952 0.3890  0.12
H: -4.5666 3.7380 -0.3437  0.15
H: -2.9161 4.0265 -4.2021  0.13
H: -0.8182 2.8690 -3.5457  0.14
F: 0.9096 -2.4514 -1.2643  0.24
B: -0.1109 -1.9137 -0.6493  -0.96
F: -0.9162 -2.6672 0.0848  0.20

| no. | maximum force (eV Å⁻¹) | E_tot (eV) |
| --- | --- | --- |
| 1 | 6.60 | -8840.6162 |
| 2 | 6.02 | -145507.7621 |
| 3 | 0.34 | -102958.8019 |